No. 1
144
Properties=species:S:1:pos:R:3 method="wB97M-V/def2-TZVPD" energy_ev=-86819.951 e_homo_ha=-0.6069 total_charge=+4
C 16.98 14.81 9.90
C 16.87 13.56 10.80
C 17.19 13.64 12.34
C 18.77 13.88 12.53
P 19.41 14.47 14.11
C 19.09 13.32 15.49
C 19.38 13.79 16.97
C 18.98 12.78 18.06
C 19.22 13.49 19.39
C 18.66 16.10 14.41
C 18.62 16.96 13.17
C 17.54 18.16 13.23
C 17.92 19.31 12.27
C 21.25 14.60 14.11
C 21.82 14.82 12.66
C 23.32 15.01 12.66
C 23.96 15.20 11.30
H 17.27 14.46 8.91
H 17.81 15.41 10.41
H 16.04 15.40 9.89
H 17.54 12.85 10.34
H 15.87 13.19 10.66
H 16.89 12.80 12.91
H 16.69 14.52 12.84
H 19.11 14.62 11.79
H 19.38 13.01 12.35
H 19.64 12.39 15.33
H 18.06 13.01 15.29
H 18.86 14.74 17.16
H 20.49 13.95 17.11
H 19.57 11.88 17.86
H 17.91 12.52 17.99
H 19.13 12.73 20.17
H 18.54 14.32 19.60
H 20.27 13.85 19.45
H 19.05 16.62 15.25
H 17.64 15.81 14.68
H 18.31 16.41 12.24
H 19.69 17.32 12.96
H 17.38 18.59 14.20
H 16.62 17.65 12.96
H 18.21 18.83 11.37
H 18.71 19.96 12.73
H 17.01 19.97 12.13
H 21.66 13.66 14.54
H 21.46 15.40 14.86
H 21.32 15.60 12.13
H 21.53 13.95 12.09
H 23.74 14.16 13.24
H 23.56 15.90 13.23
H 23.42 15.90 10.68
H 23.98 14.29 10.74
H 24.96 15.55 11.35
C 16.76 18.61 8.88
C 15.50 18.63 8.10
C 14.19 18.78 8.87
C 13.12 18.99 7.86
N 11.75 19.16 8.45
C 11.25 17.84 8.99
C 9.77 17.95 9.12
C 9.31 18.90 7.95
C 10.66 19.44 7.38
C 11.68 20.22 9.50
H 17.54 18.61 8.12
H 16.94 17.88 9.60
H 16.76 19.55 9.38
H 15.32 17.70 7.55
H 15.55 19.43 7.35
H 14.10 19.61 9.62
H 14.07 17.86 9.47
H 13.13 18.24 7.03
H 13.42 19.96 7.36
H 11.85 17.52 9.86
H 11.43 17.03 8.26
H 9.53 18.33 10.08
H 9.30 16.98 9.13
H 8.56 19.66 8.23
H 8.86 18.34 7.11
H 10.73 20.40 6.91
H 10.93 18.61 6.69
H 12.19 21.14 9.19
H 12.34 19.96 10.41
H 10.64 20.33 9.89
C 13.49 7.19 15.58
C 13.10 6.44 14.31
C 13.94 5.39 13.63
O 13.33 5.14 12.40
C 13.93 4.28 11.40
N 11.67 5.92 14.46
H 11.55 5.07 15.01
H 10.98 6.59 14.74
H 11.54 5.64 13.50
H 14.36 7.86 15.43
H 13.70 6.60 16.50
H 12.66 7.87 15.85
H 13.08 7.27 13.57
H 14.00 4.44 14.25
H 14.97 5.81 13.55
H 14.07 3.32 11.80
H 14.94 4.64 11.09
H 13.24 4.25 10.58
C 23.26 24.78 20.73
C 24.32 25.45 19.91
C 24.65 24.72 18.58
O 23.44 24.66 17.87
C 23.63 24.09 16.60
N 23.85 26.83 19.58
H 23.50 27.26 20.44
H 24.69 27.35 19.17
H 23.16 26.68 18.82
H 23.04 25.36 21.66
H 23.65 23.79 21.02
H 22.32 24.58 20.20
H 25.20 25.58 20.58
H 25.11 23.76 18.85
H 25.45 25.29 18.04
H 23.66 22.99 16.68
H 24.57 24.40 16.08
H 22.75 24.37 15.99
C 10.60 17.99 16.01
C 11.41 17.03 16.92
C 10.85 16.85 18.30
O 11.31 15.72 18.99
C 10.86 15.62 20.40
N 11.34 15.67 16.19
H 11.61 14.93 16.83
H 10.37 15.45 15.81
H 12.02 15.72 15.42
H 9.60 17.58 15.83
H 11.10 18.15 15.04
H 10.54 18.95 16.62
H 12.47 17.22 16.94
H 9.76 17.00 18.31
H 11.17 17.77 18.89
H 10.87 14.55 20.66
H 9.80 15.99 20.42
H 11.54 16.35 20.97
P 13.73 16.76 13.12
F 13.23 17.64 14.37
F 15.07 16.31 14.03
F 12.97 15.46 13.80
F 14.21 15.85 11.92
F 12.38 17.22 12.35
F 14.59 17.99 12.47

No. 2
67
Properties=species:S:1:pos:R:3 method="wB97M-V/def2-TZVPD" energy_ev=-35093.292 e_homo_ha=-0.3947 e_above_lowest_kcal_mol=43.0 total_charge=+1
C -7.54 0.64 -0.11
C -6.07 0.28 -0.17
C -5.69 -1.01 -0.60
C -4.35 -1.37 -0.70
C -3.35 -0.56 -0.18
C -1.91 -1.01 -0.15
C -0.92 0.04 -0.16
C 0.43 0.01 -0.52
N 1.25 1.12 -0.65
C 2.67 0.85 -0.87
C 3.29 -0.08 0.20
C 4.78 -0.33 0.01
C 5.66 -0.08 1.07
C 7.04 -0.19 0.84
C 7.50 -0.65 -0.40
C 6.61 -0.97 -1.42
C 5.23 -0.83 -1.21
C 3.29 2.25 -0.86
O 4.46 2.55 -1.02
N 2.26 3.13 -0.64
C 2.50 4.54 -0.50
C 0.93 2.55 -0.48
C 0.38 2.90 0.90
C 0.02 3.14 -1.56
N -1.94 -2.20 0.86
C -3.01 -3.26 0.76
C -2.36 -4.54 1.17
C -0.83 -4.24 1.44
C -0.60 -2.78 1.22
C -3.69 0.75 0.25
C -5.03 1.17 0.16
H -7.66 1.70 0.06
H -8.00 0.37 -1.04
H -8.04 0.10 0.67
H -6.49 -1.71 -0.90
H -4.15 -2.28 -1.27
H -1.69 -1.90 -0.88
H -1.32 1.04 -0.08
H 0.91 -0.99 -0.80
H 2.83 0.40 -1.87
H 3.10 0.38 1.19
H 2.75 -1.04 0.17
H 5.26 0.24 2.03
H 7.72 0.08 1.63
H 8.57 -0.77 -0.56
H 6.95 -1.33 -2.38
H 4.50 -1.09 -1.98
H 3.57 4.75 -0.60
H 1.95 5.12 -1.26
H 2.17 4.90 0.49
H 1.12 2.69 1.68
H 0.14 3.97 0.92
H -0.53 2.34 1.12
H 0.54 3.21 -2.52
H -0.90 2.55 -1.69
H -0.26 4.16 -1.26
H -2.24 -1.64 1.70
H -3.53 -3.38 -0.20
H -3.72 -2.92 1.51
H -2.45 -5.35 0.41
H -2.85 -4.89 2.09
H -0.60 -4.49 2.49
H -0.23 -4.91 0.80
H -0.41 -2.27 2.17
H 0.23 -2.55 0.51
H -2.97 1.49 0.59
H -5.30 2.21 0.37

No. 3
77
Properties=species:S:1:pos:R:3 method="wB97M-V/def2-TZVPD" energy_ev=-138629.429 e_homo_ha="-0.3706 / -0.3723" s2=8.760 total_charge=+1 multiplicity=6
Mn 1.61 1.27 -0.03
Cl 7.20 5.93 -0.56
C 5.67 5.14 -0.46
C 5.62 3.75 -0.40
C 4.39 3.15 -0.30
Cl 4.22 1.42 -0.17
C 3.17 3.86 -0.27
O 2.03 3.24 -0.17
C 3.28 5.26 -0.35
Cl 1.82 6.17 -0.34
C 4.50 5.89 -0.44
H 6.53 3.17 -0.43
H 4.55 6.97 -0.50
C -6.69 2.46 0.10
C -5.23 2.16 0.01
C -4.77 0.89 -0.35
C -3.42 0.62 -0.48
C -2.52 1.64 -0.25
C -2.94 2.92 0.11
C -4.30 3.16 0.25
S -0.74 1.52 -0.38
O -0.32 0.50 -1.39
C -0.38 0.78 1.26
C -0.10 1.78 2.22
C 0.06 1.45 3.53
C 0.00 0.10 3.94
C 0.13 -0.25 5.30
C 0.14 -1.56 5.68
C 0.05 -2.58 4.71
C -0.10 -2.27 3.39
C -0.18 -0.92 2.96
C -0.41 -0.57 1.59
C -0.60 -1.69 0.63
C -1.78 -2.49 0.70
C -2.91 -2.10 1.47
C -4.02 -2.89 1.52
C -4.07 -4.11 0.82
C -3.00 -4.51 0.07
C -1.84 -3.71 -0.02
C -0.71 -4.13 -0.77
C 0.39 -3.34 -0.87
C 0.42 -2.11 -0.19
S 1.88 -1.05 -0.37
O 2.96 -1.53 0.51
C 2.33 -1.38 -2.07
C 3.67 -1.55 -2.36
C 4.06 -1.71 -3.68
C 3.12 -1.70 -4.71
C 3.54 -1.87 -6.15
C 1.78 -1.53 -4.39
C 1.37 -1.36 -3.08
H -7.29 1.57 0.28
H -7.02 2.89 -0.85
H -6.90 3.20 0.88
H -5.49 0.10 -0.52
H -3.08 -0.37 -0.78
H -2.22 3.70 0.26
H -4.64 4.15 0.54
H -0.06 2.82 1.90
H 0.24 2.21 4.28
H 0.24 0.54 6.03
H 0.24 -1.83 6.72
H 0.10 -3.61 5.01
H -0.16 -3.07 2.66
H -2.88 -1.16 2.01
H -4.87 -2.59 2.12
H -4.95 -4.73 0.88
H -3.02 -5.44 -0.48
H -0.74 -5.09 -1.27
H 1.25 -3.65 -1.45
H 4.40 -1.55 -1.56
H 5.11 -1.85 -3.91
H 4.61 -1.71 -6.27
H 3.00 -1.18 -6.78
H 3.31 -2.88 -6.49
H 1.03 -1.52 -5.18
H 0.33 -1.20 -2.84